The following is a DFT calculation (ωB97M-V/def2-TZVPD) of a structure of composition C16H14Cl3GeNO4STc.

⟨S²⟩: 0.789
E_HOMO (alpha / beta): -15.45 / -15.45 eV

Geometry as ORCA input:
```
! RIJCOSX wB97M-V def2-TZVPD def2/J DEFGRID3
* xyz 2 2
Tc -0.256 0.784 -1.087
C -4.198 6.159 2.682
C -3.720 5.222 1.619
C -2.568 4.448 1.808
C -2.116 3.597 0.824
C -2.833 3.521 -0.374
C -3.984 4.281 -0.596
C -4.412 5.124 0.409
S -2.352 2.435 -1.610
O -0.790 2.511 -1.784
O -3.063 2.622 -2.819
N -2.256 0.890 -1.122
C -2.923 0.351 0.051
C -1.885 0.109 1.145
O -2.054 -0.243 2.248
O -0.564 0.346 0.658
H -3.690 5.991 3.629
H -5.272 6.058 2.833
H -4.011 7.190 2.374
H -2.020 4.525 2.738
H -1.210 3.024 0.981
H -4.519 4.211 -1.533
H -5.301 5.721 0.253
H -3.381 -0.613 -0.179
H -3.701 1.011 0.437
Cl 2.775 -2.656 -2.306
Ge 1.379 -1.710 -1.077
Cl 2.205 0.329 -0.618
Cl 0.893 -2.724 0.674
C -0.144 -0.849 -2.089
C -0.639 -1.316 -3.294
C -0.465 -2.685 -3.683
C -1.004 -3.143 -4.853
C -1.706 -2.257 -5.680
C -1.890 -0.913 -5.337
C -1.377 -0.443 -4.159
H 0.074 -3.365 -3.037
H -0.888 -4.178 -5.142
H -2.115 -2.624 -6.613
H -2.438 -0.256 -5.997
H -1.523 0.594 -3.883
*
```

Atom charges from the natural (NBO) analysis, given in e for atoms 1 to 8: Tc 1.24; C -0.65; C 0.10; C -0.21; C -0.11; C -0.48; C -0.11; C -0.20



The following is a DFT calculation (ωB97M-V/def2-TZVPD) of a structure of composition C16H14ClIrN3O2S5Sb.

⟨S²⟩: 8.785
E_HOMO (alpha / beta): -3.63 / -5.38 eV

Geometry as ORCA input:
```
! RIJCOSX wB97M-V def2-TZVPD def2/J DEFGRID3
* xyz -1 6
Ir 1.235 0.657 1.248
S 4.145 3.027 4.283
Sb 2.009 2.766 3.585
S 1.472 0.417 3.533
S 1.935 2.858 1.188
N -2.842 -4.015 -5.076
C -2.001 -3.394 -4.147
C -0.640 -3.687 -4.117
C 0.201 -3.039 -3.226
C -0.313 -2.089 -2.357
C -1.670 -1.786 -2.382
C -2.506 -2.433 -3.270
S 0.672 -1.240 -1.175
O 0.505 0.190 -1.394
O 0.220 -1.638 0.152
N 2.124 -1.749 -1.508
C 3.094 -1.249 -0.723
S 4.733 -1.713 -1.034
C 5.278 -0.718 0.269
C 4.226 -0.129 0.863
N 2.989 -0.420 0.313
H -2.523 -4.919 -5.387
H -3.812 -4.043 -4.805
H -0.235 -4.424 -4.800
H 1.257 -3.262 -3.194
H -2.068 -1.044 -1.702
H -3.563 -2.191 -3.290
H 6.317 -0.623 0.531
H 4.260 0.547 1.707
Cl -2.710 5.631 4.572
C -2.223 4.257 3.597
C -1.940 4.440 2.254
C -1.551 3.352 1.489
C -1.440 2.070 2.038
C -0.980 0.924 1.235
C -1.734 1.928 3.399
C -2.122 3.007 4.181
H -2.016 5.426 1.815
H -1.304 3.503 0.445
H -1.206 1.013 0.174
H -1.303 -0.040 1.623
H -1.635 0.952 3.859
H -2.336 2.880 5.233
*
```

Atom charges from the natural (NBO) analysis, given in e for atoms 1 to 8: Ir 1.03; S -0.72; Sb 1.02; S -0.57; S -0.55; N -0.80; C 0.17; C -0.27



The following is a DFT calculation (ωB97M-V/def2-TZVPD) of a structure of composition C16H14ClIrN3O4Se in a non-equilibrium geometry.

E_HOMO (alpha / beta): -11.23 / -11.23 eV

Geometry as ORCA input:
```
! RIJCOSX wB97M-V def2-TZVPD def2/J DEFGRID3
* xyz 1 1
Ir -0.147 0.406 0.254
N -2.269 0.456 0.566
C -2.732 -0.855 0.956
C -3.939 -1.086 1.547
C -4.341 -2.408 1.833
C -3.532 -3.462 1.514
C -2.261 -3.238 0.932
C -1.347 -4.274 0.613
C -0.110 -3.959 0.134
C 0.252 -2.609 -0.020
N -0.592 -1.625 0.216
C -1.858 -1.921 0.677
H -2.506 0.639 -0.414
H -2.664 1.232 1.098
H -4.600 -0.258 1.774
H -5.305 -2.577 2.292
H -3.842 -4.478 1.717
H -1.637 -5.305 0.771
H 0.615 -4.721 -0.111
H 1.246 -2.329 -0.338
O -1.394 2.607 -1.645
Cl -0.852 3.263 -0.494
O -0.325 4.540 -0.759
O -1.800 3.237 0.584
O 0.329 2.415 -0.023
N 0.887 0.296 3.104
C 0.480 0.361 2.030
H 1.329 0.283 4.003
Se 1.116 0.032 -1.731
C 2.559 1.288 -1.803
C 3.359 1.523 -0.695
C 4.433 2.394 -0.800
C 4.701 3.034 -2.000
C 3.893 2.804 -3.100
C 2.822 1.924 -3.008
H 3.149 1.027 0.242
H 5.059 2.577 0.063
H 5.542 3.709 -2.078
H 4.090 3.311 -4.035
H 2.191 1.747 -3.869
*
```

Atom charges from the natural (NBO) analysis, given in e for atoms 1 to 8: Ir 0.82; N -0.80; C 0.09; C -0.18; C -0.18; C -0.15; C -0.10; C -0.08



The following is a DFT calculation (ωB97M-V/def2-TZVPD) of a structure of composition C16H14ClKN4O.

E_HOMO: -6.76 eV

Geometry as ORCA input:
```
! RIJCOSX wB97M-V def2-TZVPD def2/J DEFGRID3
* xyz 0 1
K -0.423 -0.169 -0.692
Cl -2.922 -4.803 4.953
C -2.589 -3.498 3.842
C -3.599 -2.576 3.528
C -3.337 -1.550 2.668
C -2.064 -1.354 2.033
O -1.894 -0.379 1.248
C -1.042 -2.321 2.372
C 0.329 -2.351 1.928
N 0.947 -1.649 1.039
C 2.328 -1.873 0.838
C 3.072 -2.856 1.458
C 4.454 -3.009 1.252
C 5.133 -2.172 0.420
C 4.428 -1.154 -0.256
C 5.090 -0.264 -1.131
C 4.384 0.705 -1.776
C 2.997 0.769 -1.547
N 2.346 -0.034 -0.746
C 3.028 -1.001 -0.074
C -1.353 -3.360 3.286
H -4.578 -2.682 3.976
H -4.109 -0.830 2.428
H 0.878 -3.115 2.483
H 2.604 -3.552 2.137
H 4.974 -3.803 1.774
H 6.199 -2.274 0.262
H 6.159 -0.370 -1.274
H 4.854 1.408 -2.450
H 2.410 1.528 -2.058
H -0.580 -4.072 3.549
N -2.493 1.971 -1.437
N -1.168 2.435 -1.712
H -3.157 2.735 -1.376
H -2.495 1.501 -0.537
H -0.958 3.307 -1.238
H -1.099 2.592 -2.708
*
```

Atom charges from the natural (NBO) analysis, given in e for atoms 1 to 8: K 0.95; Cl -0.04; C -0.11; C -0.19; C -0.30; C 0.43; O -0.81; C -0.21



Values for energy relative to the best compared isomer or geometry (same formula, charge and spin), kJ/mol, ordered as above
59.7 30.9 100.0 0.7